{"formula": "C31H21BrMnN6O4S2", "method": "wB97M-V/def2-TZVPD", "elements": ["Mn", "C", "C", "C", "C", "C", "C", "C", "S", "O", "O", "N", "C", "C", "C", "C", "C", "N", "H", "H", "H", "H", "H", "H", "H", "H", "H", "H", "H", "S", "N", "C", "C", "C", "C", "C", "N", "C", "C", "N", "C", "C", "C", "C", "C", "N", "H", "H", "H", "H", "H", "H", "Br", "C", "C", "C", "C", "C", "C", "C", "O", "O", "H", "H", "H", "H"], "coordinates": [[-0.3117, 0.8079, 0.6099], [3.3854, -4.7430, -2.1552], [3.2397, -3.3532, -1.6003], [3.0572, -2.2623, -2.4416], [2.9870, -0.9711, -1.9363], [3.1015, -0.7716, -0.5718], [3.2492, -1.8498, 0.2922], [3.3184, -3.1297, -0.2250], [3.1056, 0.8683, 0.0939], [3.0232, 1.7715, -1.0315], [4.2418, 0.9832, 0.9735], [1.7338, 0.9530, 0.9095], [1.5904, 1.1973, 2.2391], [2.5277, 1.2982, 3.2807], [2.0517, 1.5178, 4.5519], [0.6816, 1.6363, 4.8017], [-0.1733, 1.5277, 3.7291], [0.2686, 1.3243, 2.4876], [2.9462, -4.8183, -3.1499], [2.8978, -5.4747, -1.5107], [4.4397, -5.0179, -2.2314], [2.9795, -2.4227, -3.5108], [2.8627, -0.1171, -2.5867], [3.3240, -1.6804, 1.3592], [3.4411, -3.9720, 0.4459], [3.5804, 1.1989, 3.0713], [2.7554, 1.5931, 5.3717], [0.2987, 1.8052, 5.7971], [-1.2486, 1.6048, 3.8442], [-5.9333, 5.5416, -0.6003], [-5.9495, 4.0211, -0.0594], [-4.6923, 3.6125, -0.0289], [-4.2433, 2.2920, 0.3721], [-5.0837, 1.2493, 0.7606], [-4.5191, 0.0393, 1.1033], [-3.1366, -0.1147, 1.0496], [-2.3257, 0.8753, 0.6877], [-2.8686, 2.0615, 0.3548], [-1.9204, 3.0862, -0.0518], [-0.6247, 2.7216, -0.0121], [0.2935, 3.5904, -0.4250], [-0.0471, 4.8662, -0.8743], [-1.3671, 5.2572, -0.8922], [-2.3379, 4.3466, -0.4727], [-3.7646, 4.6105, -0.4464], [-4.3435, 5.7509, -0.7833], [-6.1537, 1.4065, 0.7858], [-5.1325, -0.7967, 1.4084], [-2.6510, -1.0496, 1.2995], [1.3203, 3.2439, -0.4115], [0.7389, 5.5319, -1.2015], [-1.6669, 6.2413, -1.2271], [0.1341, -4.1088, 1.4299], [-0.0705, -3.9110, -0.4439], [-0.0532, -5.0941, -1.1724], [-0.1828, -5.0706, -2.5500], [-0.3284, -3.8602, -3.2108], [-0.3501, -2.6879, -2.4798], [-0.2288, -2.6861, -1.0892], [-0.2754, -1.3469, -0.4209], [-0.1994, -1.2180, 0.8345], [-0.4124, -0.3125, -1.1351], [0.0696, -6.0318, -0.6482], [-0.1626, -6.0010, -3.1034], [-0.4278, -3.8311, -4.2879], [-0.4583, -1.7282, -2.9653]], "total_energy_ha": -6344.9551, "multiplicity": 2, "gap_ev": [6.8, 6.4], "s2": 0.7724, "e_above_lowest_kj_mol": 0.0}